{
  "formula": "C43H48BrFI2MoPSi2Te",
  "method": "ωB97M-V/def2-TZVPD",
  "homo_ev": [-15.704, -15.685],
  "s2": 2.334,
  "multiplicity": 3,
  "total_energy_ev": -168496.02715,
  "homo_lumo_gap_ha": [0.1811, 0.2116],
  "largest_force_ev_per_a": 3.3,
  "charge": 3,
  "species": ["Mo", "I", "C", "C", "C", "C", "C", "C", "C", "C", "C", "P", "C", "C", "C", "C", "C", "C", "C", "C", "C", "C", "C", "C", "C", "H", "H", "H", "H", "H", "H", "H", "H", "H", "H", "H", "H", "H", "H", "H", "H", "Br", "C", "C", "C", "C", "C", "C", "I", "H", "H", "H", "H", "C", "Si", "C", "C", "C", "Te", "C", "Si", "C", "C", "C", "H", "H", "H", "H", "H", "H", "H", "H", "H", "H", "H", "H", "H", "H", "H", "H", "H", "H", "H", "H", "H", "H", "F", "C", "C", "C", "C", "C", "C", "C", "H", "H", "H", "H", "H", "H"],
  "xyz": [[-0.2505, 0.2038, 0.8412], [1.1266, 1.8093, 2.6254], [1.1777, 3.6312, 1.5987], [0.9957, 4.7254, 2.4285], [0.6316, 5.9952, 1.9486], [0.6357, 6.1756, 0.5761], [1.1503, 5.1879, -0.2748], [1.5705, 5.4732, -1.5978], [2.2605, 4.5497, -2.3638], [2.4310, 3.2484, -1.8810], [1.7900, 2.8373, -0.7204], [1.5756, 1.0185, -0.4700], [3.1776, 0.4150, 0.2699], [4.2366, 1.2348, 0.6735], [5.4168, 0.6696, 1.1471], [5.6536, -0.7227, 1.1414], [4.5826, -1.5174, 0.7762], [3.3406, -0.9636, 0.3518], [1.5007, 0.3520, -2.1300], [0.2232, 0.6251, -2.7716], [0.1462, 0.3448, -4.1305], [1.2061, -0.2479, -4.8327], [2.3689, -0.6157, -4.1143], [2.5647, -0.1566, -2.8159], [1.3214, 3.8284, 0.2158], [1.0113, 4.5561, 3.4828], [0.5703, 6.8056, 2.6949], [0.3894, 7.1456, 0.1320], [1.3327, 6.4788, -1.9694], [2.6881, 4.8111, -3.3375], [2.9955, 2.4865, -2.4923], [4.1118, 2.3351, 0.6258], [6.2023, 1.3194, 1.5043], [6.6053, -1.1239, 1.3930], [4.6477, -2.5936, 0.8151], [2.5089, -1.6429, 0.0849], [-0.6106, 1.1131, -2.2790], [-0.7775, 0.5130, -4.6607], [1.1985, -0.5219, -5.8751], [3.1802, -1.0735, -4.6329], [3.5626, -0.2630, -2.3307], [-1.1938, -2.7050, 6.2744], [0.1003, -1.3705, 6.2190], [0.5627, -0.7760, 7.3724], [1.8418, -0.1603, 7.3684], [2.5201, -0.0027, 6.1631], [2.0123, -0.6001, 5.0084], [0.7884, -1.2036, 5.0026], [-0.1526, -1.4848, 2.9644], [-0.0082, -0.9274, 8.3349], [2.3385, 0.1611, 8.2909], [3.4757, 0.5206, 6.0709], [2.6337, -0.6150, 4.1226], [2.0790, -4.5240, -2.4231], [0.2546, -4.8962, -1.9949], [0.2057, -6.7318, -1.7008], [-0.8467, -4.4093, -3.4811], [-0.0966, -3.9827, -0.2688], [-0.9798, -2.0667, -0.6768], [-2.8259, -2.6671, 0.3329], [-4.3576, -2.2566, -0.8168], [-3.6811, -1.2355, -2.3276], [-5.7598, -1.1343, -0.0686], [-5.0805, -3.8878, -1.3839], [2.3890, -5.3757, -3.1351], [2.7248, -4.5640, -1.5090], [2.1099, -3.5058, -2.8467], [-0.1024, -7.3474, -2.5490], [-0.5846, -6.9759, -0.9530], [1.1743, -7.1630, -1.2419], [-1.0106, -3.3237, -3.5877], [-1.7876, -4.9421, -3.5206], [-0.2926, -4.7421, -4.3448], [0.8584, -3.6758, 0.1738], [-0.7223, -4.4571, 0.4788], [-2.8505, -2.2223, 1.3649], [-2.8253, -3.7610, 0.4489], [-3.2291, -0.2917, -2.0880], [-4.5629, -1.0131, -3.0335], [-2.9659, -1.8603, -3.0047], [-5.2426, -0.3023, 0.4230], [-6.5034, -1.6152, 0.6355], [-6.2764, -0.7348, -0.9589], [-4.3726, -4.5148, -1.9089], [-5.8788, -3.6920, -2.1525], [-5.5488, -4.5387, -0.5668], [-3.6401, 6.4503, -0.3280], [-3.1805, 5.2224, -0.0927], [-3.0871, 4.2606, -1.0955], [-2.7421, 2.9694, -0.7517], [-2.4463, 2.6491, 0.6087], [-2.0614, 1.3053, 0.9810], [-2.4496, 3.6656, 1.6052], [-2.9226, 4.9414, 1.2770], [-3.1819, 4.5566, -2.1643], [-2.9138, 2.1604, -1.4559], [-2.7522, 0.5471, 0.5684], [-2.1159, 1.2087, 2.0830], [-2.2072, 3.4011, 2.6355], [-3.0795, 5.7900, 1.9762]],
  "lowdin_spin": [2.17, 0.03, 0.01, 0.00, 0.00, 0.00, 0.00, 0.00, 0.00, 0.00, 0.00, 0.03, 0.01, 0.00, 0.00, 0.00, 0.00, 0.00, 0.01, 0.01, 0.00, 0.00, 0.00, 0.00, 0.00, 0.00, 0.00, 0.00, 0.00, 0.00, 0.00, 0.00, 0.00, 0.00, 0.00, 0.00, 0.00, 0.00, 0.00, 0.00, 0.00, 0.00, 0.00, 0.00, 0.00, 0.00, 0.00, 0.01, -0.01, 0.00, 0.00, 0.00, 0.00, 0.00, 0.00, 0.00, 0.00, 0.01, 0.00, 0.01, 0.00, 0.00, 0.00, 0.00, 0.00, 0.00, 0.00, 0.00, 0.00, 0.00, 0.00, 0.00, 0.00, 0.00, 0.00, 0.00, 0.00, 0.00, 0.00, 0.00, 0.00, 0.00, 0.00, 0.00, 0.00, 0.00, -0.03, -0.08, 0.00, -0.06, -0.04, -0.09, -0.04, 0.00, 0.00, 0.00, 0.00, 0.00, 0.00, 0.00]
}